(1)
60
Properties=species:S:1:pos:R:3:forces:R:3 method="wB97M-V/def2-TZVPD" total_energy_ha=-4226.1120 lumo_ev=-2.83 total_charge=+1 spin_multiplicity=1 homo_lumo_gap_ev=9.2
O -4.344 1.916 1.421 0.002 0.007 -0.129
C -4.125 1.563 0.316 0.010 0.033 0.304
Br -5.163 2.226 -1.171 -0.052 0.079 -0.192
C -3.037 0.599 -0.097 0.430 -0.399 0.127
C -2.557 -0.248 1.058 0.187 0.070 0.087
C -1.726 0.303 2.045 -0.322 -0.065 -0.357
C -1.246 -0.425 3.129 0.040 0.129 0.153
C -0.361 0.259 4.138 -0.219 0.261 0.136
C -0.757 0.093 5.621 0.160 0.090 0.295
C 0.397 -0.476 6.434 0.268 0.108 -0.692
Cl 0.000 -0.603 8.148 -0.046 -0.065 0.180
C -1.614 -1.765 3.169 -0.078 -0.249 -0.110
C -2.440 -2.317 2.195 0.107 0.084 0.109
C -2.933 -1.581 1.138 -0.171 -0.023 0.074
C -2.611 -3.768 2.517 0.206 -0.042 -0.041
O -3.548 -4.466 2.295 0.197 -0.119 -0.397
N -1.462 -4.141 3.343 -0.858 0.318 0.448
C -1.260 -2.899 4.096 0.132 -0.124 -0.294
O -1.016 -2.874 5.260 0.431 0.014 -0.040
H -2.192 1.183 -0.477 -0.178 0.226 -0.078
H -3.368 -0.032 -0.921 -0.164 0.104 0.007
H -1.471 1.354 1.965 0.027 0.000 0.044
H -0.401 1.325 3.907 0.162 -0.011 -0.077
H 0.681 -0.041 3.991 -0.011 -0.145 -0.003
H -1.644 -0.525 5.744 0.045 -0.039 -0.034
H -0.982 1.072 6.047 -0.155 -0.010 -0.087
H 0.697 -1.451 6.055 -0.156 -0.054 0.229
H 1.261 0.184 6.330 -0.026 0.035 0.191
H -3.583 -2.039 0.403 -0.028 0.015 -0.014
H -0.664 -4.322 2.741 0.102 -0.234 0.120
C 1.660 1.241 -6.030 -0.069 -0.009 0.025
C 0.586 0.951 -4.984 0.106 -0.050 0.003
C 0.612 1.895 -3.778 -0.154 -0.059 -0.070
C 1.910 2.071 -3.005 -0.097 0.096 -0.065
N 2.384 0.948 -2.104 0.220 0.016 0.169
C 1.381 0.624 -1.021 -0.182 -0.144 -0.068
C 0.549 -0.528 -1.558 -0.091 -0.042 -0.067
C 1.530 -1.342 -2.414 -0.017 -0.003 0.030
C 2.642 -0.368 -2.822 0.021 -0.156 -0.059
C 3.662 1.426 -1.484 -0.102 0.013 0.016
H 2.673 1.198 -5.624 0.007 -0.006 -0.017
H 1.608 0.513 -6.838 -0.003 0.018 -0.022
H 1.521 2.230 -6.467 0.030 0.019 0.018
H 0.639 -0.093 -4.668 0.009 0.007 0.020
H -0.393 1.058 -5.452 -0.024 -0.007 0.024
H -0.203 1.651 -3.094 0.000 0.045 0.024
H 0.375 2.900 -4.140 0.074 0.035 0.021
H 1.794 2.925 -2.339 0.068 -0.004 0.024
H 2.743 2.291 -3.671 -0.007 -0.076 -0.048
H 1.948 0.313 -0.145 0.013 0.027 0.016
H 0.816 1.522 -0.780 0.042 0.031 0.020
H -0.282 -0.170 -2.162 0.016 0.028 -0.014
H 0.119 -1.116 -0.749 0.044 0.033 0.053
H 1.038 -1.784 -3.277 0.017 0.027 -0.027
H 1.955 -2.165 -1.842 0.020 0.032 0.039
H 2.709 -0.177 -3.888 -0.067 0.063 0.001
H 3.610 -0.728 -2.486 0.032 0.040 -0.021
H 3.462 2.335 -0.922 0.023 0.014 -0.003
H 4.383 1.622 -2.273 0.015 0.018 0.006
H 4.038 0.653 -0.820 0.011 -0.001 0.011

(2)
37
Properties=species:S:1:pos:R:3:forces:R:3 method="wB97M-V/def2-TZVPD" total_energy_ha=-917.5791 lumo_ev=-2.86 total_charge=+1 de_lowest_kj_mol=234.6 spin_multiplicity=1 homo_lumo_gap_ev=11.0
O 2.249 -0.052 -0.872 -0.063 0.074 0.283
H 2.297 -2.926 -3.060 0.471 0.430 -0.845
H 0.622 2.643 -2.811 0.029 0.853 -0.068
O -2.335 3.181 -0.167 0.308 0.139 0.938
H -1.930 3.778 0.499 -0.397 -0.446 -0.662
H -1.805 -2.544 2.861 -0.041 -0.018 -0.732
O -2.796 -1.717 -0.652 -0.275 0.331 0.458
H 2.949 2.633 -1.674 -0.910 0.057 0.227
O 1.275 -1.491 2.453 0.596 -1.916 -1.270
H -2.644 -2.670 -0.714 0.012 0.317 -0.521
H 1.638 -1.793 1.563 -0.435 0.942 1.353
O -0.966 -2.974 -2.329 0.321 -0.181 -0.224
H -0.235 -3.584 -2.518 -0.397 0.128 0.122
H -0.553 -2.142 -2.598 -0.253 -0.174 0.202
O 1.683 -2.346 -2.626 -0.681 -0.506 1.428
H 0.392 1.234 2.386 -0.977 0.222 -0.097
H 1.584 -1.454 -2.949 0.704 0.140 -0.656
O -1.008 -2.893 2.443 1.091 -0.260 0.785
H -2.795 -1.358 -1.549 0.093 -0.499 0.139
H 2.841 -0.782 -1.042 0.349 -0.103 -0.176
O -0.055 2.250 -3.350 -1.153 1.310 -1.612
H -0.411 3.029 -3.900 0.805 -1.813 1.296
H -2.891 2.594 0.370 0.023 0.906 -0.372
O 2.149 2.406 -1.149 0.565 0.770 -0.747
H 0.635 -2.252 2.729 0.202 1.493 -0.271
H 1.494 2.031 -1.769 0.750 -0.143 0.654
O -3.106 0.388 1.347 -0.472 -1.619 -0.003
H -2.980 1.170 0.844 0.355 0.775 -0.509
H -3.474 -0.226 0.661 0.590 0.164 0.825
O -0.118 0.469 2.723 1.112 -0.702 0.228
H 0.789 -0.470 2.461 -1.050 -0.705 0.399
H 2.714 0.820 -0.903 -0.439 -1.096 0.254
O 2.111 2.201 3.083 -0.171 -0.145 -0.221
H -0.965 -2.826 1.487 -0.999 0.241 -0.161
H 1.673 2.949 3.507 0.409 0.019 -0.017
H -1.022 0.239 2.422 0.405 0.951 -0.588
H 2.992 2.487 2.794 -0.476 0.069 0.161

(3)
127
Properties=species:S:1:pos:R:3:forces:R:3 method="wB97M-V/def2-TZVPD" total_energy_ha=-4879.2805 lumo_ev=-0.55 de_lowest_kj_mol=0.0 spin_multiplicity=1 homo_lumo_gap_ev=7.9
C 0.573 -0.475 -1.996 -0.801 0.270 0.512
C -0.134 -1.166 -0.861 0.909 0.825 -1.069
C -0.528 -2.461 -0.900 0.345 -0.560 -1.428
C -1.169 -2.998 0.161 -0.258 -1.736 -0.624
C -1.452 -2.288 1.271 -1.477 -0.565 1.872
C -2.157 -2.934 2.448 0.557 -0.886 -0.188
C -3.065 -4.077 1.986 0.046 0.480 -0.137
C -1.044 -3.494 3.350 0.082 1.104 0.362
C -1.065 -0.984 1.327 -0.219 -0.209 0.813
O -1.345 -0.285 2.480 -0.248 0.422 0.312
C -2.317 0.747 2.268 0.752 0.016 -0.442
C -1.582 1.993 1.830 -0.047 -0.766 0.738
C -1.972 2.828 0.884 -0.101 0.194 -0.238
C -3.241 2.711 0.103 0.352 1.168 -0.294
C -2.904 2.462 -1.361 -0.033 -0.439 -0.681
C -4.114 2.575 -2.291 -0.200 0.247 0.032
N -4.297 3.936 -2.809 -0.045 0.134 0.132
C -1.046 3.969 0.585 -0.154 0.651 -0.137
O -1.451 5.078 0.301 0.157 -0.810 0.271
C 0.424 3.624 0.702 -1.430 0.390 -0.019
C 1.350 4.131 -0.146 -0.211 1.590 -1.605
N 0.862 4.996 -1.186 0.147 -0.653 -0.209
C 2.683 3.799 -0.028 1.001 0.507 -0.623
C 3.791 4.289 -0.933 -0.216 0.593 -0.251
C 3.692 5.735 -1.416 -0.688 -0.549 -1.193
O 4.938 6.168 -2.000 0.186 -0.265 0.354
C 5.208 5.468 -3.128 1.767 -1.309 -0.545
O 6.242 4.860 -3.311 -1.356 1.257 0.370
C 3.037 2.929 0.959 1.792 -1.048 1.238
S 4.742 2.427 1.127 0.377 0.039 -0.212
C 2.106 2.394 1.822 0.787 -0.909 1.016
I 2.660 1.008 3.310 0.012 0.013 -0.144
C 0.816 2.755 1.678 -1.758 -0.787 1.447
C -0.289 2.209 2.544 0.010 0.230 0.625
O -0.164 1.983 3.731 -0.230 0.221 -0.742
C -0.402 -0.461 0.269 0.561 2.221 0.401
H -0.037 -0.566 -2.893 0.323 -0.216 -0.338
H 0.597 0.590 -1.767 0.202 0.141 -0.041
H 1.592 -0.802 -2.142 0.058 -0.267 -0.184
H -0.348 -3.069 -1.774 0.112 -0.088 -0.138
H -1.439 -4.032 0.063 -0.229 -0.260 0.231
H -2.707 -2.193 3.021 -0.132 0.141 -0.101
H -2.447 -4.938 1.745 -0.108 -0.330 0.205
H -3.561 -3.824 1.057 -0.232 0.135 -0.056
H -3.830 -4.318 2.719 0.085 -0.204 0.170
H -0.309 -2.702 3.505 0.106 0.027 0.095
H -1.413 -3.741 4.345 -0.089 -0.454 -0.006
H -0.515 -4.315 2.881 -0.144 -0.310 0.008
H -2.962 0.399 1.467 -0.398 0.145 -0.004
H -2.890 0.912 3.175 0.082 -0.141 0.248
H -3.732 3.688 0.148 -0.079 0.073 0.040
H -3.941 1.996 0.519 0.031 -0.291 -0.018
H -2.172 3.182 -1.727 0.077 0.209 0.202
H -2.431 1.487 -1.498 -0.066 -0.197 0.222
H -5.009 2.311 -1.726 -0.078 -0.216 -0.047
H -4.029 1.876 -3.121 0.043 -0.221 0.025
H -4.097 3.997 -3.796 0.109 -0.022 -0.037
H -5.245 4.258 -2.690 -0.051 0.032 0.042
H 1.213 5.935 -1.103 -0.153 0.128 -0.085
H 1.111 4.596 -2.083 0.093 0.314 -0.113
H 3.837 3.612 -1.789 0.013 0.060 -0.236
H 4.757 4.196 -0.451 -0.041 -0.052 0.232
H 3.358 6.434 -0.657 0.431 0.155 0.207
H 2.970 5.762 -2.230 -0.213 0.295 -0.030
H 4.426 5.453 -3.909 -0.260 0.270 0.383
H 4.887 2.618 2.449 -0.229 -0.058 -0.093
H -0.072 0.567 0.337 0.081 0.134 -0.100
C -7.513 -3.616 0.469 -0.048 0.214 0.374
C -8.044 -4.861 -0.197 -0.071 0.175 -0.393
O -6.950 -5.272 -0.997 0.034 -0.041 0.470
C -5.817 -4.837 -0.367 0.226 0.028 -0.066
O -4.725 -5.223 -0.606 -0.033 -0.018 -0.158
O -6.118 -3.909 0.576 -0.217 -0.133 -0.183
F -9.103 -4.586 -1.001 0.028 -0.081 0.005
H -7.653 -2.729 -0.151 -0.084 -0.116 -0.146
H -7.951 -3.438 1.448 0.217 -0.071 0.096
H -8.313 -5.663 0.492 -0.125 -0.008 -0.062
C 2.323 -7.408 1.822 0.378 -0.301 -0.075
C 0.854 -7.502 2.155 0.031 0.268 0.352
O 0.338 -6.301 1.609 0.122 -0.330 -0.343
C 1.141 -5.970 0.556 0.068 0.210 -0.094
O 0.862 -5.185 -0.284 0.082 -0.062 -0.074
O 2.300 -6.671 0.595 -0.219 -0.018 0.170
F 0.643 -7.508 3.494 -0.074 0.008 -0.059
H 2.882 -6.847 2.572 -0.173 0.038 0.097
H 2.791 -8.379 1.686 0.032 0.064 -0.244
H 0.341 -8.354 1.706 -0.061 -0.022 0.122
C 5.029 -6.493 -3.242 0.159 0.317 -0.183
C 3.727 -6.961 -2.640 -0.120 -0.316 -0.173
O 4.162 -7.840 -1.617 0.128 0.432 -0.003
C 5.386 -7.394 -1.213 0.145 -0.129 0.161
O 5.919 -7.722 -0.208 0.015 -0.071 0.046
O 5.905 -6.522 -2.112 -0.259 -0.114 -0.016
F 2.984 -7.658 -3.536 -0.021 -0.006 0.083
H 5.396 -7.178 -4.008 -0.146 -0.117 0.039
H 4.966 -5.492 -3.663 0.123 0.071 0.184
H 3.117 -6.168 -2.202 -0.118 -0.071 -0.045
C 1.036 2.845 -5.921 -0.216 -0.062 -0.380
C 2.165 3.573 -5.237 -0.187 0.124 0.291
O 2.421 2.757 -4.108 0.083 -0.079 -0.374
C 2.074 1.478 -4.462 -0.138 -0.323 0.049
O 2.387 0.506 -3.873 0.258 0.186 -0.118
O 1.318 1.485 -5.590 0.155 0.248 0.131
F 1.783 4.806 -4.811 0.105 0.030 0.094
H 0.063 3.126 -5.516 0.086 0.126 0.127
H 1.028 2.992 -6.998 0.067 -0.209 -0.017
H 3.073 3.662 -5.835 0.023 0.154 0.024
C -3.672 -2.998 6.526 0.427 -0.014 -0.156
C -4.524 -3.500 7.665 -0.183 0.410 0.086
O -5.799 -3.624 7.062 0.315 -0.322 -0.139
C -5.586 -3.881 5.738 -0.133 0.045 -0.222
O -6.407 -4.295 4.993 -0.077 0.051 -0.039
O -4.304 -3.604 5.393 -0.122 0.007 0.302
F -4.596 -2.597 8.674 -0.047 -0.079 0.008
H -3.712 -1.912 6.428 -0.123 0.008 0.155
H -2.633 -3.307 6.605 -0.038 -0.133 -0.187
H -4.217 -4.467 8.069 -0.009 0.053 0.126
C 6.478 9.349 -0.823 0.357 -0.264 -0.114
C 4.994 9.290 -0.567 -0.019 0.279 0.411
O 4.538 10.527 -1.081 0.190 -0.316 -0.330
C 5.403 10.877 -2.082 0.085 0.213 -0.091
O 5.186 11.706 -2.897 -0.018 0.072 0.006
O 6.539 10.135 -2.018 -0.272 -0.038 0.189
F 4.719 9.235 0.762 -0.095 -0.033 -0.067
H 7.012 9.861 -0.021 -0.177 0.045 0.086
H 6.920 8.368 -0.975 -0.002 0.049 -0.238
H 4.484 8.474 -1.078 -0.030 -0.042 0.112

(4)
16
Properties=species:S:1:pos:R:3:forces:R:3 method="wB97M-V/def2-TZVPD" total_energy_ha=-325.8694 lumo_ev=0.79 de_lowest_kj_mol=178.9 spin_multiplicity=1 homo_lumo_gap_ev=10.6
C 1.675 -0.256 -0.698 2.003 -1.095 -0.053
C 0.751 0.788 -0.314 -3.338 0.099 -1.237
N 1.157 1.951 -0.027 -0.091 -0.340 0.393
O 0.032 -1.152 2.110 -0.136 0.472 0.146
C -0.832 -0.523 1.547 0.024 -0.919 1.445
C -1.302 -0.846 0.202 0.132 0.078 -0.472
C -0.823 0.365 -0.591 1.808 0.982 0.001
H 1.974 -0.882 0.131 -0.077 -0.083 0.668
H 1.418 -0.984 -1.450 -0.863 0.073 -0.455
H 2.589 0.198 -1.036 0.504 0.309 -0.114
H 0.393 2.572 0.226 -0.152 0.058 -0.120
H -1.332 0.351 2.010 0.239 0.073 0.164
H -0.845 -1.780 -0.124 -0.011 0.073 -0.077
H -2.388 -0.935 0.180 -0.047 0.056 -0.115
H -0.883 0.125 -1.648 0.082 0.183 -0.259
H -1.436 1.247 -0.406 -0.078 -0.019 0.083

Number 1: highest occupied orbital energy -0.4431 Eh. Number 2: highest occupied orbital energy -0.5078 Eh. Number 3: highest occupied orbital energy -0.3097 Eh. Number 4: highest occupied orbital energy -0.3589 Eh.